DFT (the ωB97M-V functional and the def2-TZVPD basis) results for a cluster of 6 separate species, H12O6 in total.

The strongest force on any atom is 0.0102 Eh/bohr. Its charge is 0. Its SMILES is O.O.O.O.O.O. The calculation puts the electronic energy at -458.62704 a.u. The HOMO-LUMO gap is 11.375 eV. The LUMO energy comes out at 0.118 eV. The relative energy (zero: lowest compared OMol25 entry of this formula, charge and spin) is 28.5 kcal per mole.

Each line ends with the Mulliken charge.
Positions of all 18 atoms, in Å:
O: -0.0935 2.2783 -1.9991  -0.642
H: 0.3936 1.8935 -1.2614  0.326
H: -0.4595 3.0962 -1.6434  0.320
O: -0.4842 0.4521 0.5242  -0.554
H: -1.3089 0.3057 0.0456  0.311
H: 0.1721 -0.0511 0.0285  0.241
O: 0.6427 -2.1654 -0.6922  -0.635
H: 1.4735 -1.7406 -0.4220  0.338
H: 0.8884 -3.0732 -0.9081  0.287
O: -2.2744 -2.7192 -1.1615  -0.631
H: -2.5929 -1.8859 -1.5236  0.305
H: -1.3656 -2.5384 -0.8775  0.363
O: -0.8536 2.8965 2.4664  -0.637
H: -0.6838 2.2025 1.8151  0.354
H: -1.7056 2.6680 2.8528  0.305
O: 2.7134 -0.4832 0.5294  -0.685
H: 2.0122 -0.6509 1.1777  0.334
H: 3.5259 -0.4850 1.0491  0.300